[1]
21
Properties=species:S:1:pos:R:3:forces:R:3 method="wB97M-V/def2-TZVPD" de_lowest_kcal_mol=60.7 e_homo_ev="-12.85 / -12.85" orbital_gap_ev="7.033 / 7.034" e_tot_ev=-93509.6473 charge=+1
C -1.871148 -2.332738 0.081594 -1.6903 1.0155 1.1213
C -0.671168 -3.089544 0.048715 0.8074 -2.5652 1.4711
C -2.015566 -1.027626 -0.129745 2.6853 0.5991 -1.6008
C 0.571931 -2.731545 -0.074303 -1.2060 0.5725 0.3168
C -0.824481 -0.211665 -0.703139 0.4729 -0.9115 -3.1066
C -0.052950 0.738023 1.405532 -0.5716 0.0047 -2.8520
C 1.745870 1.518677 -0.907366 -2.6663 1.5027 0.4157
N 0.309469 -0.068450 0.169906 -1.2765 -2.4212 1.7106
O 1.445439 0.152258 -0.529604 1.2617 1.1964 -0.5823
Cl 2.111531 -2.603813 -0.260122 0.7340 -0.0985 -0.1175
Br -3.637792 -0.198814 0.010058 -0.6104 0.4356 0.1662
H -2.754026 -2.752118 0.534185 0.0439 -0.8851 -0.1913
H -0.821109 -4.196174 0.473963 0.6977 2.0616 -1.3533
H -0.373958 -0.715003 -1.757058 -1.3928 0.9315 2.8476
H -1.103316 0.779732 -1.025801 -0.8185 0.4244 -0.1666
H -0.776490 0.067054 1.970699 1.0928 1.2897 -0.4024
H 0.863239 1.061208 1.889028 -0.2141 -0.2607 0.4544
H -0.550178 1.627993 0.875055 0.2223 -0.7389 1.6959
H 2.624175 1.544910 -1.461637 1.7183 -0.4039 -0.5887
H 1.764243 2.183504 -0.057595 0.7462 -0.2063 0.7662
H 1.012956 2.124192 -1.515824 -0.0360 -1.5426 -0.0041

[2]
130
Properties=species:S:1:pos:R:3:forces:R:3 method="wB97M-V/def2-TZVPD" de_lowest_kcal_mol=78.0 e_homo_ev=-8.46 orbital_gap_ev=5.553 e_tot_ev=-123626.3113 charge=+1
Pt -0.649204 -0.370832 0.381218 -0.1208 0.8732 -1.6406
C -2.352187 3.154299 5.571183 0.0404 -0.0241 -0.0300
C -3.124262 2.177832 4.962181 -0.0254 0.0423 0.0767
C -2.937586 1.876125 3.626701 -0.0934 0.0053 -0.1237
C -1.981079 2.561461 2.877939 0.2169 -0.3496 0.0048
C -1.194144 3.531436 3.500761 -0.0839 -0.0490 -0.2300
C -1.388289 3.827688 4.836645 0.0328 0.0540 0.1548
P -1.578511 2.046187 1.182443 0.2251 -0.3798 -0.9939
C -0.845937 3.562815 0.468814 0.0399 -0.0441 0.2147
C 0.532611 3.728043 0.486401 -0.1609 -0.1193 0.1173
C 1.107709 4.878739 -0.019859 0.0949 0.0709 0.0539
C 0.309027 5.877583 -0.550265 0.0677 -0.0273 0.0300
C -1.067756 5.721743 -0.562639 -0.0931 0.0877 -0.0806
C -1.647544 4.571912 -0.057188 0.0564 -0.0132 0.0078
C -3.094089 1.969163 0.193837 -0.4810 0.1112 0.0236
C -4.347845 2.346095 0.652102 0.2205 -0.0473 0.0616
C -5.443666 2.254493 -0.190353 -0.1586 -0.0739 -0.2979
C -5.281620 1.817665 -1.496705 -0.3015 0.1357 0.1980
C -4.024806 1.472423 -1.962551 0.3144 0.1133 -0.0740
C -2.914599 1.536905 -1.130253 0.3028 -0.0192 0.0680
Si -1.251060 0.752727 -1.607400 0.8772 -0.8052 0.4357
C 0.253916 1.718238 -2.240261 -1.0341 0.2911 0.1794
C 0.324281 2.895905 -2.864355 0.0030 -0.3566 0.2102
C 1.608023 3.044115 -3.593699 0.0140 -0.0413 -0.1378
C 3.381909 2.579651 -2.397446 0.0467 0.0922 -0.0970
C 3.110409 2.151859 -1.001629 -0.4037 -0.3990 -0.0642
C 2.175053 1.193827 -0.977178 0.5659 0.3491 0.4122
P 1.714253 0.096069 0.399535 -0.8146 -0.0382 0.0966
C 2.388318 0.907452 1.886314 0.0662 -0.0837 -0.1683
C 1.503636 1.274520 2.894679 -0.0948 -0.1094 -0.1050
C 1.960876 1.909168 4.036277 0.1020 0.0224 0.0849
C 3.312707 2.173006 4.183230 -0.0328 0.0004 -0.0346
C 4.204889 1.786324 3.192738 0.1603 -0.0457 -0.0584
C 3.751989 1.147980 2.051721 -0.0790 0.0700 0.0923
C 2.834235 -1.312850 0.167692 -0.0218 0.0550 0.0998
C 3.355985 -1.955968 1.289733 -0.0162 0.0557 -0.2390
C 4.163722 -3.066394 1.129833 0.0658 -0.0622 -0.0587
C 4.431933 -3.554602 -0.139826 0.0355 -0.0765 0.0316
C 3.895309 -2.929583 -1.255469 0.0521 -0.1168 0.0121
C 3.097453 -1.810192 -1.107065 0.0429 0.1244 0.1800
C -1.591042 -0.483696 -3.009186 0.1018 0.0765 0.8700
C -1.829380 -0.036701 -4.300774 -0.0405 0.0944 -0.1288
C -2.200445 -0.916519 -5.301450 -0.0305 0.0534 -0.0026
C -2.334243 -2.265744 -5.010265 -0.0623 -0.0775 -0.0520
C -2.079033 -2.731121 -3.732981 -0.0404 0.0342 -0.0496
C -1.703640 -1.843094 -2.726962 -0.0335 -0.1079 -0.1512
P -1.369627 -2.473186 -1.040013 -0.6929 1.6638 -0.1115
C -3.032146 -2.849434 -0.403458 0.1305 -0.2829 -0.0871
C -4.112288 -2.112240 -0.882034 0.1983 -0.0952 -0.0307
C -5.371718 -2.294093 -0.342556 -0.0575 0.0906 0.0496
C -5.569733 -3.214804 0.672813 0.0129 -0.0316 0.0574
C -4.494766 -3.930902 1.174445 -0.0756 -0.0609 0.0792
C -3.226952 -3.732967 0.658319 -0.0106 0.1254 -0.2539
C -0.597928 -4.060493 -1.512213 0.4449 0.2052 0.4929
C 0.588850 -3.911680 -2.231751 -0.1107 0.0871 0.1452
C 1.269054 -5.015077 -2.701296 0.0634 -0.0581 -0.0457
C 0.787252 -6.287657 -2.432667 -0.0251 -0.0254 0.0473
C -0.384038 -6.442588 -1.710207 0.0788 -0.1698 -0.0562
C -1.082923 -5.337402 -1.253239 -0.1216 0.2022 0.0612
H -2.496329 3.385278 6.615438 -0.0189 0.0357 0.1039
H -3.867872 1.640359 5.530626 -0.0836 -0.0351 0.0499
H -3.529277 1.099348 3.165987 0.0051 0.0368 0.0558
H -0.436730 4.053672 2.932335 0.0279 0.0577 0.0447
H -0.777909 4.583174 5.309275 0.0341 0.0837 0.0319
H 1.146433 2.943542 0.904869 0.0957 0.0816 -0.0211
H 2.180093 4.998087 0.006746 0.1452 0.0044 -0.0104
H 0.755155 6.779633 -0.943341 0.0317 0.0624 -0.0344
H -1.690922 6.506163 -0.964580 -0.0883 0.0613 -0.0463
H -2.721554 4.460648 -0.067849 -0.0929 0.0215 -0.0357
H -4.476147 2.691637 1.668165 -0.0095 0.0569 0.0316
H -6.424756 2.522432 0.173048 -0.0821 0.0136 0.0220
H -6.138669 1.739466 -2.149801 -0.0631 0.0102 -0.0498
H -3.900694 1.139233 -2.982487 -0.0763 -0.0822 -0.1229
H -0.484160 3.595210 -2.962455 -0.3158 0.1597 0.0247
H 1.417937 3.196233 -4.659759 0.0521 -0.0638 0.1029
H 4.435860 2.419428 -2.632713 -0.0671 -0.0910 -0.0058
H 3.717100 2.469857 -0.175605 0.0754 0.0059 0.2727
H 0.446498 1.057791 2.786157 0.0520 -0.0237 -0.0058
H 1.255324 2.192851 4.800487 -0.0935 0.0672 0.1398
H 3.676808 2.675756 5.065508 0.0335 0.0503 0.1173
H 5.262609 1.975089 3.306262 0.0672 0.0379 0.0598
H 4.457006 0.827237 1.296744 0.0388 -0.0153 -0.0421
H 3.133421 -1.587775 2.281740 0.0579 0.0675 0.0353
H 4.578510 -3.558073 1.996955 0.0769 -0.0545 0.0948
H 5.057940 -4.425647 -0.256082 0.0813 -0.0895 -0.0386
H 4.100950 -3.325015 -2.240294 0.0377 0.0279 -0.0700
H 2.685456 -1.305327 -1.970037 -0.0394 0.0387 -0.0980
H -1.721304 1.017451 -4.510779 0.0030 0.1586 -0.1580
H -2.402095 -0.552841 -6.298288 0.0331 0.0151 -0.0886
H -2.642566 -2.955803 -5.782020 0.0009 -0.0616 -0.0520
H -2.185472 -3.785746 -3.519898 0.0211 -0.0741 -0.0071
H -3.958458 -1.390262 -1.672397 -0.0714 0.0046 -0.0349
H -6.198488 -1.706240 -0.710993 -0.0997 0.0326 -0.0654
H -6.556247 -3.362473 1.085470 -0.0794 -0.0230 0.0298
H -4.646000 -4.635822 1.978710 0.0092 -0.0321 0.0796
H -2.389915 -4.262090 1.096702 0.0300 -0.1118 0.0000
H 0.946627 -2.911026 -2.433119 0.1277 0.0300 -0.0565
H 2.173361 -4.890721 -3.277292 0.0922 0.0283 -0.0441
H 1.322615 -7.154789 -2.788578 0.0316 -0.0791 -0.0373
H -0.761646 -7.433358 -1.505201 -0.0562 -0.0723 -0.0044
H -2.016780 -5.478073 -0.731072 -0.0539 0.0007 0.0506
C 1.393143 -4.506218 2.258690 0.0803 0.0132 0.0191
C 0.907685 -3.260338 2.914812 -1.3994 0.7729 -1.2322
C 1.235453 -2.844352 4.169853 0.4298 0.1521 0.3299
C 0.584830 -1.732671 4.751798 -1.3704 -0.1589 -0.9660
N -0.474942 -1.187911 4.120152 2.0314 0.5881 2.8267
C -0.791971 -1.567206 2.936187 -2.0330 -0.5591 -3.7291
S -2.261972 -1.024066 2.173687 1.0780 -0.7997 0.8881
N -0.024157 -2.497808 2.177384 0.7337 -1.8816 3.5178
C 0.883473 -1.241153 6.124386 0.0904 0.1356 -0.1373
H 2.165749 -4.972544 2.862116 0.0623 -0.0490 0.0114
H 1.798296 -4.301258 1.266627 -0.0539 0.0459 0.0025
H 0.570615 -5.216892 2.146956 -0.0516 0.0365 0.0279
H 1.948336 -3.401756 4.753042 0.2229 -0.0854 -0.0160
H -0.546673 -3.029862 1.479959 0.3484 0.6289 -0.0646
H 1.953340 -1.107838 6.274777 0.0704 -0.0493 -0.0112
H 0.529177 -1.962774 6.862703 0.0027 -0.0776 -0.0253
H 0.368669 -0.299689 6.289994 -0.0293 0.0277 0.0024
N 1.521929 1.016552 -2.248047 -0.0546 -0.8092 -0.2506
C 2.365118 1.748259 -3.214421 0.2436 0.3946 -0.2396
C 2.976153 1.052795 -4.368045 0.1066 0.0885 -0.1663
C 3.725113 1.756052 -5.227733 -0.1308 -0.6710 0.0234
C 4.043938 3.178688 -5.181066 0.1545 0.5713 0.0027
C 3.690736 4.109832 -4.282070 0.0831 0.0131 -0.1364
C 2.825376 3.852394 -3.085463 -0.0093 0.3881 0.2086
H 2.820399 -0.006967 -4.491306 -0.0357 -0.1927 -0.0853
H 4.169169 1.228518 -6.059343 0.0137 -0.1014 -0.0785
H 4.665244 3.505852 -6.005214 0.0316 0.1034 0.0033
H 4.031631 5.124819 -4.422536 0.1176 0.0956 -0.1245
H 2.641111 4.735420 -2.476826 0.0392 0.0415 -0.0648